Formula: C31H43F3N2O12
Source: the OMol25 dataset
Level of theory: ωB97M-V/def2-TZVPD

Results
F_max	8.58	eV Å⁻¹
lowest unoccupied orbital energy	-0.0501	hartree
molar mass	692.68	u
HOMO	-8.0	eV
frontier orbital gap	6.598	eV
electronic energy	-2518.6504	hartree

Last column: Mulliken charge in e.
CARTESIAN COORDINATES (ANGSTROEM)
C: -2.309 3.730 -0.968  -0.575
C: -3.147 2.436 -1.617  -0.306
C: -2.066 1.641 -2.570  0.419
C: -2.586 0.195 -3.141  -1.161
N: -3.025 -0.793 -2.082  -0.154
C: -1.926 -0.834 -1.043  -0.066
C: -2.283 -0.348 0.482  -0.255
C: -1.113 -0.327 1.631  0.495
C: -1.541 0.216 3.127  0.147
O: -2.330 -0.563 3.870  -0.590
O: -1.082 1.564 3.579  -0.658
N: 0.292 -0.763 1.248  0.339
C: 0.703 -1.240 -0.152  0.253
C: 2.252 -1.669 -0.479  0.558
F: 2.830 -2.510 0.597  -0.157
F: 3.078 -0.426 -0.658  -0.234
F: 2.250 -2.359 -1.807  -0.271
C: -0.388 -1.303 -1.396  -0.536
H: -2.130 3.614 0.183  0.381
H: -2.929 4.707 -1.154  0.180
H: -1.231 3.801 -1.466  -0.051
H: -3.580 1.805 -0.732  0.068
H: -4.021 2.836 -2.289  0.332
H: -1.899 2.334 -3.527  0.301
H: -0.996 1.598 -2.045  -0.073
H: -3.463 0.281 -3.937  0.369
H: -1.678 -0.298 -3.730  0.192
H: -3.935 -0.456 -1.691  0.491
H: -3.413 -0.023 0.685  0.208
H: 1.022 -0.708 2.002  0.347
H: -0.109 -1.630 -2.486  0.289
O: -5.579 -1.955 -0.080  -0.612
C: -5.055 -2.775 0.655  0.441
O: -3.902 -2.558 1.354  -0.107
C: -3.523 -3.762 2.019  -0.469
C: -4.789 -4.570 2.131  -0.543
C: -5.546 -4.172 0.889  -0.442
H: -2.759 -4.267 1.418  0.273
H: -3.102 -3.525 3.000  0.303
H: -4.608 -5.646 2.207  0.340
H: -5.351 -4.258 3.019  0.272
H: -5.276 -4.794 0.031  0.264
H: -6.626 -4.188 1.055  0.302
O: 2.155 -0.414 3.111  -0.808
C: 2.306 -0.669 4.294  0.493
O: 2.068 -1.891 4.854  -0.357
C: 2.242 -1.800 6.267  -0.418
C: 3.126 -0.600 6.483  -0.561
C: 2.731 0.309 5.347  -0.436
H: 1.259 -1.681 6.734  0.286
H: 2.704 -2.719 6.642  0.327
H: 3.003 -0.146 7.470  0.338
H: 4.179 -0.889 6.372  0.276
H: 1.880 0.943 5.610  0.292
H: 3.574 0.915 5.005  0.334
O: 6.276 -6.905 3.496  -0.597
C: 5.336 -6.224 3.119  0.446
O: 5.163 -4.908 3.437  -0.345
C: 3.910 -4.462 2.920  -0.111
C: 3.576 -5.420 1.807  -0.441
C: 4.189 -6.711 2.286  -0.362
H: 3.170 -4.489 3.727  0.074
H: 4.005 -3.434 2.560  0.178
H: 2.503 -5.492 1.609  0.350
H: 4.070 -5.100 0.881  0.276
H: 3.502 -7.277 2.921  0.253
H: 4.539 -7.323 1.452  0.287
O: 0.239 2.348 -3.721  -0.541
C: 1.429 2.583 -3.594  0.602
O: 1.936 3.617 -2.861  -0.301
C: 3.353 3.655 -3.023  -0.485
C: 3.742 2.266 -3.456  -0.283
C: 2.540 1.818 -4.248  -0.554
H: 3.598 4.410 -3.778  0.289
H: 3.825 3.935 -2.077  0.328
H: 4.676 2.237 -4.023  0.346
H: 3.861 1.623 -2.575  0.058
H: 2.610 2.118 -5.298  0.270
H: 2.381 0.741 -4.163  0.256
O: -3.564 6.251 -2.612  -0.602
C: -2.571 6.254 -3.320  0.516
O: -1.480 5.457 -3.120  -0.172
C: -0.469 5.802 -4.066  -0.028
C: -1.197 6.476 -5.199  -0.559
C: -2.346 7.155 -4.497  -0.555
H: 0.251 6.469 -3.579  0.212
H: 0.052 4.898 -4.395  -0.085
H: -0.565 7.163 -5.769  0.357
H: -1.585 5.720 -5.892  0.281
H: -2.072 8.151 -4.138  0.258
H: -3.233 7.202 -5.132  0.315

Atomic forces in eV per Å
C -0.05 -0.21 0.11
C 1.11 0.57 0.02
C -0.84 0.66 -0.61
C 1.05 0.30 -1.57
N 2.87 1.22 1.91
C 0.61 0.56 2.82
C 3.61 -1.25 -1.32
C -0.54 -0.72 -4.05
C -0.87 3.10 5.51
O 4.02 3.12 -4.57
O -1.91 -7.59 -3.50
N -3.32 -0.14 -3.42
C -3.92 0.60 -1.20
C -0.13 0.75 -0.40
F -1.58 2.80 -3.99
F -2.25 -4.34 0.69
F 0.50 1.99 4.61
C -0.37 1.34 4.36
H -0.49 0.01 -2.11
H 1.49 -1.96 0.42
H -2.55 -0.07 1.02
H 0.76 1.03 -1.81
H 1.60 -0.85 1.37
H -0.47 -1.62 2.27
H -2.65 -0.26 -1.03
H 1.77 0.01 1.86
H -1.91 1.02 1.16
H 1.24 -0.57 0.17
H 2.99 -0.83 -0.16
H -0.24 -0.04 -0.39
H -0.40 0.68 2.60
O 1.18 -0.68 1.16
C -0.50 1.18 -1.21
O -0.94 0.18 -0.62
C 0.65 -0.26 0.61
C -0.25 -0.67 0.54
C -0.32 -0.28 0.37
H -0.04 0.05 -0.02
H 0.02 0.25 -0.30
H 0.05 0.16 0.03
H 0.14 -0.06 -0.12
H -0.14 0.12 -0.04
H 0.15 0.06 -0.41
O 0.31 -0.78 1.21
C -0.55 0.07 -0.69
O 0.14 0.86 -1.25
C -0.12 -0.41 0.91
C 0.57 0.20 0.66
C 0.44 0.11 0.13
H 0.07 -0.02 -0.12
H -0.19 0.04 -0.28
H -0.02 -0.14 -0.14
H -0.16 0.01 0.07
H 0.00 0.03 -0.27
H -0.40 0.09 -0.16
O -1.32 1.55 -0.45
C 1.65 -1.30 0.95
O 0.54 -0.68 -0.01
C -0.46 0.67 0.03
C -0.57 0.06 -0.73
C -0.19 0.02 -0.52
H 0.05 0.03 -0.05
H 0.13 -0.16 0.28
H 0.14 0.11 0.04
H -0.12 -0.01 0.14
H 0.16 -0.09 -0.04
H 0.00 -0.17 0.41
O 2.38 0.95 0.18
C -1.75 -0.22 -0.37
O -0.81 -0.53 -0.28
C 0.66 0.44 0.24
C 0.82 -0.48 0.04
C 0.37 -0.38 0.16
H -0.04 -0.03 0.05
H -0.30 0.09 -0.13
H -0.10 0.07 0.13
H 0.01 0.13 -0.13
H -0.15 -0.11 0.03
H -0.22 0.21 -0.28
O 1.65 -0.28 -1.01
C -1.51 0.09 1.42
O -0.73 0.44 -0.16
C 0.70 -0.22 -0.18
C 0.22 0.17 -0.87
C -0.04 0.01 -0.58
H -0.05 -0.05 0.00
H -0.18 0.08 0.33
H -0.02 -0.14 0.08
H 0.10 0.10 0.09
H -0.18 -0.04 0.02
H 0.00 0.22 0.38


Formula: C31H43IrN5PS5
Source: the OMol25 dataset
Level of theory: ωB97M-V/def2-TZVPD

Results
F_max	4.11	eV Å⁻¹
lowest unoccupied orbital energy (alpha / beta)	-0.0704 / -0.0762	hartree
molar mass	869.25	u
HOMO (alpha / beta)	-6.8 / -6.7	eV
frontier orbital gap (alpha / beta)	4.842 / 4.667	eV
electronic energy	-3917.4717	hartree

Last column: Mulliken charge in e.
CARTESIAN COORDINATES (ANGSTROEM)
Ir: 0.095 -0.014 0.400  1.755
S: 5.539 -0.509 5.363  -0.239
C: 4.330 -0.381 4.274  0.065
S: 2.640 -0.506 4.692  -0.069
C: 1.994 -0.347 3.071  0.245
C: 2.913 -0.174 2.061  0.134
S: 2.596 -0.033 0.399  -0.562
S: 4.594 -0.122 2.568  -0.067
S: 0.293 -0.383 2.904  -0.638
C: -3.657 -0.208 2.117  -1.434
C: -3.686 -0.651 0.656  1.425
C: -5.108 -0.589 0.094  -1.571
P: -2.270 0.211 -0.238  -0.032
C: -2.829 0.188 -2.031  0.834
C: -3.104 -1.211 -2.582  -1.879
C: -1.752 0.878 -2.858  -1.573
C: -2.446 1.993 0.118  0.381
C: -3.674 2.609 0.285  -0.734
C: -3.802 3.955 0.598  0.652
C: -5.144 4.554 0.872  -1.891
C: -2.640 4.723 0.685  -0.950
C: -1.407 4.155 0.497  -0.691
C: -1.259 2.768 0.247  0.183
N: -0.047 2.202 0.178  0.356
C: 1.103 2.986 0.083  -1.447
C: 1.926 3.194 1.205  1.970
C: 1.394 2.901 2.569  -1.676
C: 3.169 3.783 1.052  -0.930
C: 3.614 4.213 -0.188  0.548
C: 4.964 4.833 -0.367  -1.655
C: 2.745 4.111 -1.265  -0.964
C: 1.496 3.531 -1.153  1.236
C: 0.598 3.490 -2.352  -1.300
H: -4.278 -0.865 2.722  0.481
H: -4.032 0.808 2.217  0.343
H: -2.638 -0.239 2.505  0.236
H: -3.380 -1.708 0.621  -0.143
H: -5.523 0.414 0.111  0.264
H: -5.749 -1.209 0.720  0.495
H: -5.176 -0.964 -0.923  0.343
H: -3.748 0.785 -2.069  0.590
H: -2.184 -1.656 -2.952  0.488
H: -3.808 -1.151 -3.414  0.391
H: -3.523 -1.878 -1.831  0.378
H: -0.773 0.440 -2.653  0.169
H: -1.710 1.934 -2.615  0.264
H: -1.948 0.774 -3.924  0.586
H: -4.572 2.026 0.173  0.096
H: -5.943 3.856 0.635  0.343
H: -5.293 5.464 0.295  0.399
H: -5.222 4.815 1.927  0.346
H: -2.713 5.776 0.916  0.419
H: -0.511 4.754 0.585  0.517
H: 0.845 3.776 2.920  0.421
H: 2.194 2.707 3.277  0.451
H: 0.702 2.064 2.544  -0.115
H: 3.797 3.909 1.922  0.467
H: 5.675 4.426 0.348  0.409
H: 4.907 5.912 -0.213  0.285
H: 5.332 4.660 -1.376  0.398
H: 3.056 4.488 -2.229  0.388
H: 1.019 4.098 -3.151  0.443
H: -0.391 3.880 -2.108  0.272
H: 0.489 2.469 -2.709  0.149
C: -0.385 -3.217 1.399  -0.649
N: -0.488 -4.656 1.262  0.116
C: 0.855 -5.197 1.090  -0.674
N: 1.499 -4.640 -0.093  0.136
C: 1.576 -3.198 0.056  -0.842
N: 0.245 -2.586 0.222  0.736
C: -0.553 -2.955 -0.956  0.028
N: -0.662 -4.391 -1.130  0.005
C: -1.270 -4.954 0.072  -0.740
C: 0.684 -4.942 -1.260  -0.709
H: 0.211 -2.997 2.287  0.266
H: -1.386 -2.797 1.533  0.006
H: 0.800 -6.286 0.995  0.320
H: 1.452 -4.946 1.971  0.361
H: 2.057 -2.780 -0.832  0.208
H: 2.186 -2.974 0.934  0.189
H: -0.089 -2.524 -1.850  0.357
H: -1.558 -2.543 -0.834  -0.577
H: -1.352 -6.038 -0.043  0.350
H: -2.270 -4.528 0.196  0.354
H: 1.160 -4.507 -2.143  0.360
H: 0.616 -6.025 -1.385  0.346

Atomic forces in eV per Å
Ir 0.98 1.10 0.72
S 0.04 0.04 0.09
C -0.13 -0.03 -0.25
S 0.32 0.06 -0.17
C 1.97 0.15 -1.00
C -0.64 -0.31 2.03
S -1.78 0.23 -0.89
S -0.33 -0.06 0.42
S -1.45 0.23 -2.40
C 0.16 -0.10 -0.03
C 0.54 -0.18 0.11
C 0.22 0.07 -0.14
P -0.47 0.86 0.57
C 0.59 -0.34 0.12
C -0.02 0.04 0.17
C -0.10 0.15 0.06
C 0.69 0.05 0.08
C -0.08 0.40 -0.01
C 0.04 -0.13 -0.11
C -0.01 0.12 0.07
C -0.28 -0.36 -0.10
C 0.33 -0.30 -0.06
C -1.69 0.37 0.37
N 0.51 -4.07 -0.18
C 1.52 0.58 -0.01
C -0.50 0.11 -0.20
C 0.00 -0.10 -0.02
C -0.01 0.04 -0.24
C -0.14 -0.05 -0.02
C 0.01 0.09 0.02
C 0.18 0.11 0.15
C -0.20 -0.30 0.26
C 0.10 -0.08 0.11
H -0.05 -0.07 0.06
H 0.03 0.06 0.06
H 0.01 0.05 0.14
H 0.01 0.10 0.02
H -0.05 0.06 0.02
H -0.02 -0.06 0.04
H -0.05 -0.01 -0.08
H 0.11 -0.05 0.26
H 0.08 -0.11 -0.05
H 0.03 -0.03 -0.02
H -0.08 -0.14 -0.07
H 0.04 -0.03 -0.07
H 0.10 0.13 -0.02
H -0.07 0.00 -0.12
H -0.18 -0.04 0.02
H -0.10 -0.02 -0.02
H -0.10 0.09 -0.05
H -0.13 0.06 0.07
H 0.00 0.16 0.03
H 0.03 0.03 -0.01
H -0.10 0.06 0.10
H 0.07 -0.09 0.11
H 0.04 0.08 0.18
H 0.11 0.00 0.13
H 0.11 0.00 0.01
H 0.08 0.05 0.01
H 0.10 0.00 -0.02
H 0.04 0.07 -0.14
H -0.02 -0.02 -0.06
H -0.09 -0.04 -0.06
H -0.08 -0.08 -0.11
C -0.15 -0.06 0.58
N -0.14 -0.08 0.10
C 0.12 -0.18 0.15
N 0.12 -0.08 -0.03
C 0.78 0.13 -0.02
N -0.32 1.29 0.13
C -0.33 0.06 -0.38
N -0.11 0.02 -0.17
C -0.20 -0.13 0.01
C 0.10 -0.13 -0.20
H -0.08 0.14 -0.15
H 0.08 0.07 0.01
H 0.00 0.09 0.01
H -0.03 -0.07 -0.05
H -0.06 0.10 0.18
H -0.05 0.19 -0.08
H -0.04 0.06 0.12
H 0.11 0.01 -0.01
H -0.04 0.05 -0.01
H 0.00 -0.08 -0.03
H -0.02 -0.07 0.01
H 0.02 0.05 -0.02